[1]
Computed, not measured: a molecular structure, C25H22Cl3IrN4O3S, with the ωB97M-V functional and the def2-TZVPD basis.

Geometry (Å):
Ir 0.28237 -0.74490 -0.06585
O 1.47291 0.15909 1.27167
C 2.38747 1.01565 0.86881
C 2.69992 2.10500 1.70216
C 3.65681 3.01882 1.32971
C 4.37527 2.88109 0.13226
C 4.13293 1.79194 -0.66241
C 3.13291 0.85892 -0.32731
C 3.03833 -0.37629 -1.04036
N 2.01136 -1.15442 -1.00944
C 2.15052 -2.59900 -1.21974
C 1.87864 -3.21731 0.15009
N 0.65529 -2.60189 0.68067
C -0.16388 -3.26748 1.40036
C -1.38058 -2.76527 1.98394
C -2.16349 -3.68904 2.69890
C -3.31670 -3.31132 3.34090
C -3.70388 -1.97125 3.29253
C -2.95323 -1.04238 2.60560
C -1.78902 -1.41719 1.92505
O -1.13750 -0.44991 1.27693
H 2.16768 2.19206 2.64054
H 3.87223 3.85423 1.98423
H 5.13157 3.60392 -0.13760
H 4.70771 1.63563 -1.56765
H 3.92489 -0.73982 -1.55930
H 3.15402 -2.84404 -1.56730
H 1.41027 -2.92754 -1.94435
H 2.70215 -2.98672 0.82983
H 1.76500 -4.29958 0.08263
H 0.07926 -4.30844 1.61156
H -1.83543 -4.72101 2.73799
H -3.91013 -4.03652 3.87847
H -4.60775 -1.65395 3.79612
H -3.26119 -0.00591 2.55615
Cl -3.56709 0.49647 -6.10094
C -2.71687 -0.14913 -4.74090
C -3.38183 -0.33862 -3.54420
C -2.69077 -0.85066 -2.46122
Cl -3.56591 -1.13868 -1.00340
C -1.33115 -1.18090 -2.52841
O -0.63246 -1.72183 -1.50297
C -0.71295 -0.99066 -3.76757
Cl 0.97222 -1.36018 -3.94345
C -1.38073 -0.47957 -4.86504
H -4.43187 -0.10317 -3.44992
H -0.85969 -0.33830 -5.80054
S -0.09610 1.33187 -1.18775
C -0.36202 2.54124 -0.00421
N -0.79333 2.38856 1.23182
C -0.88586 3.66093 1.94680
C -0.40744 4.68350 0.89122
N -0.16988 3.83288 -0.27438
H -0.93334 1.45965 1.62657
H -0.25498 3.65315 2.83415
H -1.91413 3.84849 2.25360
H 0.51471 5.18010 1.19132
H -1.16077 5.43937 0.67838
H 0.19549 4.15032 -1.15471

Its total charge is +1. For the gap between HOMO and LUMO (spin up / spin down), the calculation gives 7.7 / 5.8 eV. The calculation puts the energy above the lowest of the compared OMol25 structures with the same formula, charge and spin at 0.3670 eV. The multiplicity is 2. Its HOMO energy (spin up / spin down) is -10.713 / -10.622 eV. The expectation value of S² is 0.756.

---

[2]
Computed, not measured: a molecular structure, C51H48As2N8RbS6, with the ωB97M-V functional and the def2-TZVPD basis.

Geometry (Å):
Rb 0.61560 0.03672 0.98031
N 4.67749 -0.58253 -1.98066
C 3.36729 -0.49850 -1.58298
N 2.83757 -1.18256 -0.64512
C 3.64123 -2.08734 0.06720
N 3.16304 -2.82207 1.07070
N 1.92904 -2.54299 1.45246
C 1.43428 -3.34468 2.36921
C 0.13471 -3.14682 2.94489
C -0.36581 -4.08575 3.87235
C -1.59358 -3.88004 4.46063
C -2.33083 -2.74726 4.12439
C -1.77510 -1.88385 3.19326
N -0.59731 -2.06197 2.60719
C 5.03159 -2.23948 -0.29096
C 5.91434 -3.11376 0.36099
C 7.24968 -3.20038 -0.01637
C 7.74982 -2.41877 -1.04418
C 6.89025 -1.53439 -1.70748
C 5.56429 -1.45270 -1.33576
H 5.02817 0.08577 -2.64229
H 2.76508 0.20518 -2.15085
H 2.03429 -4.18447 2.72348
H 0.24054 -4.94656 4.12945
H -1.96997 -4.57989 5.19811
H -3.26648 -2.50388 4.60660
H -2.30442 -0.97401 2.91812
H 5.52154 -3.70460 1.17624
H 7.90700 -3.88143 0.51205
H 8.79193 -2.48055 -1.33139
H 7.25743 -0.90428 -2.51144
S -2.65820 -0.60725 6.87655
C -1.57096 0.16298 5.84376
S -1.98498 1.47397 4.83050
C -0.43247 1.77860 4.06377
C 0.57220 0.95044 4.47492
S 2.23508 0.93194 3.99923
S 0.07478 -0.24660 5.66845
S -0.40511 3.08287 2.91534
C -0.60483 2.77757 -2.86136
C 0.83378 2.91321 -2.36389
As 0.85579 3.10053 -0.38597
C 2.78099 2.99727 -0.07677
C 3.74600 2.89054 -1.07693
C 5.08644 2.74295 -0.74472
C 5.46970 2.68546 0.59009
C 4.51146 2.78807 1.58853
C 3.17114 2.94972 1.26107
C 0.65222 5.04477 -0.27996
C -0.33594 5.56844 0.54768
C -0.51519 6.94498 0.63517
C 0.29054 7.80374 -0.09742
C 1.29161 7.28567 -0.91145
C 1.47117 5.91275 -0.99709
As -1.48283 1.21160 -2.01673
C -2.42738 2.02190 -0.50222
C -2.76984 1.15232 0.53152
C -3.51467 1.59693 1.61366
C -3.91036 2.92248 1.68522
C -3.56568 3.79821 0.66612
C -2.82906 3.35086 -0.42135
C -3.08134 1.11693 -3.15338
C -3.49356 -0.14996 -3.55984
C -4.63393 -0.31070 -4.33898
C -5.36753 0.79917 -4.72991
C -4.95990 2.06791 -4.33487
C -3.82654 2.22344 -3.55006
H -0.63375 2.58337 -3.93559
H -1.17582 3.68903 -2.67419
H 1.35895 3.72765 -2.86967
H 1.37301 1.98523 -2.57965
H 3.45858 2.92261 -2.12301
H 5.83317 2.65853 -1.52751
H 6.51205 2.54007 0.84792
H 4.78416 2.70787 2.63359
H 2.42980 2.97994 2.05735
H -0.94796 4.90230 1.14592
H -1.27997 7.34006 1.29299
H 0.15144 8.87623 -0.02447
H 1.93949 7.95206 -1.46927
H 2.27198 5.51363 -1.61094
H -2.44770 0.11772 0.48018
H -3.75606 0.91647 2.42102
H -4.44771 3.27972 2.55436
H -3.84555 4.84350 0.73121
H -2.55378 4.06157 -1.19229
H -2.92070 -1.01848 -3.25017
H -4.94690 -1.30480 -4.63608
H -6.25685 0.67867 -5.33708
H -5.53266 2.93822 -4.63307
H -3.53064 3.21631 -3.23246
S 0.64716 -1.93135 -3.35845
C 0.10279 -0.64468 -3.96170
C -0.53299 -5.94516 -0.77010
C 0.29508 -4.75103 -0.34925
N -0.42102 -3.53742 -0.70441
C -1.78196 -3.38947 -0.51788
N -2.26604 -2.20226 -0.49519
C -3.69582 -2.02129 -0.32467
C -4.51382 -3.23210 -0.73921
C -3.91178 -4.45041 -0.07074
N -2.52160 -4.57000 -0.46875
C -1.88369 -5.82068 -0.09434
H -0.04398 -6.87246 -0.46673
H -0.66636 -5.95846 -1.85554
H 1.26906 -4.72755 -0.83986
H 0.48212 -4.80332 0.72733
H 0.06957 -2.67567 -0.50450
H -4.00923 -1.14196 -0.89361
H -3.90668 -1.78689 0.72724
H -4.46692 -3.36059 -1.82513
H -5.56182 -3.11282 -0.45529
H -4.42360 -5.36941 -0.36901
H -3.99973 -4.36092 1.02214
H -2.55362 -6.63084 -0.39535
H -1.75698 -5.88657 0.99711

Its total charge is -2. For the gap between HOMO and LUMO (spin up / spin down), the calculation gives 3.6 / 3.9 eV. The calculation puts the energy above the lowest of the compared OMol25 structures with the same formula, charge and spin at 0.5156 eV. The multiplicity is 2. Its HOMO energy (spin up / spin down) is -0.250 / -0.572 eV. The expectation value of S² is 0.825.

---

no.,E_tot (eV)
1,-89622.9515
2,-252931.0431